{"formula": "C8H9N2O", "method": "ωB97M-V/def2-TZVPD", "spin_multiplicity": 1, "smiles": "CO/N=C/C=C\\C1=C=[NH+]C=C1", "total_charge": 1, "fmax_ev_per_a": 4.65, "lumo_energy_ev": [-6.0, -6.6], "mol_weight_g_mol": 149.17, "e_above_lowest_ev": 7.784, "homo_ev": [-12.52, -13.12], "elements": ["C", "O", "N", "C", "C", "C", "C", "C", "N", "C", "C", "H", "H", "H", "H", "H", "H", "H", "H", "H"], "xyz": [[-3.07714, 1.14366, 1.56978], [-1.99098, 1.79134, 0.76521], [-1.15990, 1.10405, 0.08837], [-1.48029, 0.11742, -0.65097], [-0.57933, -0.38095, -1.57360], [0.81015, -0.44870, -1.57114], [1.86301, -0.31236, -0.62018], [1.79371, -0.56114, 0.79687], [2.94965, -0.45139, 1.36834], [3.93542, -0.40390, 0.30738], [3.28762, -0.37963, -0.85122], [-3.86667, 1.01375, 0.77710], [-3.45062, 1.80355, 2.28263], [-2.87730, 0.12083, 1.93539], [-2.46783, -0.26338, -0.94429], [-0.86734, -0.66901, -2.61451], [1.30777, -0.67173, -2.59824], [3.09380, -0.78073, 2.30543], [5.03978, -0.45995, 0.38675], [3.70831, -0.43212, -1.81432]], "lowdin_charge": [0.025, -0.091, 0.050, -0.136, -0.026, 0.006, -0.169, 0.150, 0.092, -0.021, -0.039, 0.105, 0.070, 0.105, 0.146, 0.143, 0.157, 0.166, 0.150, 0.117]}

{"formula": "C29H33IN5O6S2Sn", "method": "ωB97M-V/def2-TZVPD", "spin_multiplicity": 1, "total_charge": -1, "fmax_ev_per_a": 1.00, "lumo_energy_ev": 1.9, "mol_weight_g_mol": 857.36, "e_above_lowest_ev": 1.981, "homo_ev": -4.49, "elements": ["Sn", "C", "S", "C", "S", "N", "N", "C", "C", "C", "C", "C", "C", "N", "H", "H", "H", "H", "H", "H", "H", "H", "O", "C", "O", "C", "C", "C", "C", "C", "N", "C", "O", "O", "H", "H", "H", "H", "N", "C", "O", "C", "I", "H", "H", "H", "H", "C", "C", "C", "C", "C", "C", "C", "C", "C", "C", "C", "C", "O", "H", "H", "H", "H", "H", "H", "H", "H", "H", "H", "H", "H", "H", "H", "H", "H", "H"], "xyz": [[0.20582, -0.72185, -0.10161], [-3.52206, -0.65404, 4.82429], [-1.72995, -0.38104, 4.90349], [-1.44220, -0.37772, 3.11425], [-0.75730, -1.78177, 2.45754], [-1.84871, 0.73543, 2.58290], [-1.57724, 0.94434, 1.27904], [-2.09012, 2.00881, 0.79340], [-1.88711, 2.39123, -0.59505], [-2.42189, 3.58920, -1.08162], [-2.25658, 3.91467, -2.41406], [-1.56033, 3.04340, -3.23928], [-1.05674, 1.88114, -2.67665], [-1.21665, 1.55819, -1.40258], [-3.89938, -0.62100, 5.84421], [-3.71076, -1.63047, 4.38243], [-3.97067, 0.13194, 4.22186], [-2.71519, 2.65240, 1.41454], [-2.95476, 4.24812, -0.40773], [-2.66812, 4.83499, -2.80888], [-1.41876, 3.25594, -4.28954], [-0.50978, 1.16101, -3.27849], [-5.00448, -1.23480, -2.20467], [-4.05770, -1.80380, -1.41622], [-4.09222, -1.72466, -0.22188], [-3.05965, -2.56808, -2.21665], [-3.43594, -3.12469, -3.42979], [-2.51050, -3.89658, -4.11438], [-1.27224, -4.10198, -3.54388], [-0.96147, -3.46464, -2.34188], [-1.83584, -2.70115, -1.69722], [0.44207, -3.70526, -1.73837], [1.03767, -4.67144, -2.21144], [0.85028, -2.92193, -0.83019], [-5.61322, -0.75092, -1.63226], [-4.43064, -2.95764, -3.81603], [-2.76745, -4.33682, -5.06964], [-0.52071, -4.73657, -3.99082], [1.96920, -0.02902, 3.77817], [1.99894, 0.89295, 2.81098], [1.13867, 1.01340, 1.94184], [3.11380, 1.92620, 2.81355], [4.90315, 1.41348, 3.85838], [1.23408, -0.72948, 3.75142], [2.70187, -0.11064, 4.45961], [2.74100, 2.83521, 3.27987], [3.39558, 2.13694, 1.78494], [4.48386, -1.83854, -1.40261], [4.63654, -1.19409, -0.02020], [3.72193, -1.89233, 0.99089], [4.43868, 0.30945, -0.10549], [5.49862, 1.12637, 0.26367], [5.44645, 2.50666, 0.12791], [4.33219, 3.06178, -0.48477], [3.25177, 2.28479, -0.88225], [2.11353, 2.97170, -1.61784], [1.72247, 2.22995, -2.90056], [0.89940, 3.17295, -0.70498], [3.24112, 0.88870, -0.60830], [2.18102, 0.15604, -0.82613], [4.68905, -2.90975, -1.34639], [5.17577, -1.38206, -2.11361], [3.46532, -1.70083, -1.76185], [5.66829, -1.35210, 0.31457], [2.69639, -1.92075, 0.62631], [3.74101, -1.37790, 1.95365], [4.05496, -2.92076, 1.14577], [6.39606, 0.66894, 0.66728], [6.26939, 3.12960, 0.45653], [4.30069, 4.13120, -0.67319], [2.47609, 3.96221, -1.91704], [1.32761, 1.24727, -2.65441], [2.59525, 2.09736, -3.54285], [0.96433, 2.79332, -3.45284], [0.59527, 2.22440, -0.26477], [0.05992, 3.59066, -1.27027], [1.14131, 3.86064, 0.10730]], "lowdin_charge": [1.384, -0.418, 0.732, -1.159, 0.492, -0.093, -0.060, -0.088, -0.298, -0.035, -0.073, -0.068, -0.178, 0.050, 0.019, 0.030, 0.023, 0.120, 0.109, 0.104, 0.106, 0.112, 0.087, -0.470, 0.127, -0.196, -0.013, -0.052, 0.002, -0.166, 0.176, -0.631, 0.013, -0.217, 0.121, 0.110, 0.104, 0.114, 0.170, -0.613, -0.061, -0.508, 0.815, 0.044, 0.028, 0.057, 0.020, -0.057, -0.361, -0.052, -0.144, -0.114, -0.140, -0.076, -0.146, -0.329, -0.071, -0.051, -0.320, -0.325, 0.078, 0.077, 0.068, 0.121, 0.032, 0.057, 0.083, 0.097, 0.088, 0.103, 0.124, 0.049, 0.090, 0.059, 0.038, 0.057, 0.093]}

{"formula": "C5H8N2O", "method": "ωB97M-V/def2-TZVPD", "spin_multiplicity": 1, "smiles": "C=C[C@@H]1N=C(C)ON1", "fmax_ev_per_a": 5.05, "lumo_energy_ev": 0.9, "mol_weight_g_mol": 112.13, "e_above_lowest_ev": 4.824, "homo_ev": -8.58, "elements": ["C", "C", "C", "N", "C", "C", "O", "N", "H", "H", "H", "H", "H", "H", "H", "H"], "xyz": [[1.68432, 0.28769, 2.05959], [0.85773, 1.12028, 1.52568], [0.67366, 0.88193, -0.34517], [-0.67809, 0.85658, -0.59064], [-1.00670, -0.32630, -0.86406], [-2.30877, -0.88028, -1.16824], [0.04600, -1.22825, -1.01854], [1.25484, -0.49028, -0.73722], [2.03212, 0.34196, 3.18162], [2.08973, -0.67090, 1.64683], [0.34079, 1.90616, 2.10464], [1.16089, 1.80948, -0.47135], [-3.07056, -0.48045, -0.42817], [-2.11637, -2.01226, -0.94153], [-2.60443, -0.69164, -2.20585], [1.64485, -0.42372, -1.74758]], "lowdin_charge": [-0.109, -0.081, -0.242, 0.112, -0.449, -0.007, -0.062, 0.047, 0.081, 0.055, 0.079, 0.099, 0.110, 0.125, 0.090, 0.153]}

{"formula": "C2H3NO2S2", "method": "ωB97M-V/def2-TZVPD", "spin_multiplicity": 1, "smiles": "CC(=O)SSN=O", "fmax_ev_per_a": 3.53, "lumo_energy_ev": -0.3, "mol_weight_g_mol": 137.19, "e_above_lowest_ev": 3.254, "homo_ev": -8.84, "elements": ["C", "C", "O", "S", "S", "N", "O", "H", "H", "H"], "xyz": [[1.87818, -0.10326, -0.12262], [0.39808, 0.09600, -0.32775], [-0.24683, 0.94032, -0.78210], [-0.53233, -1.48443, 0.09183], [-2.70512, -0.95037, -0.06748], [-3.08398, 0.41717, 0.41799], [-2.65474, 1.46262, 0.76190], [2.16016, -1.09909, -0.20907], [2.16043, 0.18459, 0.92938], [2.62615, 0.53645, -0.69208]], "lowdin_charge": [-0.084, -0.781, 0.041, 0.515, 0.730, -0.650, -0.021, 0.030, 0.107, 0.113]}

{"formula": "C9H22FeN3O8P", "method": "ωB97M-V/def2-TZVPD", "spin_multiplicity": 5, "total_charge": -2, "fmax_ev_per_a": 5.34, "lumo_energy_ev": [3.8, 3.8], "mol_weight_g_mol": 387.11, "homo_ev": [1.38, 1.29], "s_squared": 6.0198, "elements": ["Fe", "O", "H", "P", "O", "O", "O", "O", "C", "O", "N", "C", "C", "H", "H", "H", "H", "H", "H", "H", "C", "O", "N", "C", "C", "H", "H", "H", "H", "H", "H", "H", "C", "O", "N", "C", "C", "H", "H", "H", "H", "H", "H", "H"], "xyz": [[-2.85814, -0.67259, 0.78545], [-0.98275, -0.24896, 0.80462], [-0.26356, -0.36495, 0.15358], [-4.13580, -0.27932, 2.61182], [-4.77625, -0.76573, 1.25417], [-5.05889, -0.14738, 3.83782], [-3.19170, 0.83616, 2.12740], [-2.92698, -1.20706, 2.70266], [-2.70114, 1.30247, -1.44733], [-3.31897, 0.43455, -0.94279], [-2.91678, 2.61058, -1.23648], [-3.93367, 3.05752, -0.23966], [-2.44436, 3.48141, -2.30863], [-1.83252, 1.08574, -2.08823], [-4.08400, 4.08260, -0.57834], [-3.64200, 3.13929, 0.80741], [-4.74198, 2.32689, -0.26939], [-3.29180, 3.85852, -2.88111], [-1.78742, 4.23809, -1.87973], [-2.07487, 3.15362, -3.28030], [3.09081, 0.14457, 2.70634], [1.94671, -0.34752, 2.59491], [3.73117, 0.94648, 1.79111], [5.07016, 1.45036, 2.18011], [3.17526, 1.15061, 0.52575], [3.67522, -0.17326, 3.58363], [5.14996, 2.53687, 2.21515], [5.58419, 0.98658, 1.33822], [5.66584, 0.97906, 2.96186], [2.20296, 0.65829, 0.50705], [3.17667, 2.19766, 0.22277], [3.81589, 0.70102, -0.23291], [0.57340, -2.75474, -2.73446], [0.05469, -3.32582, -3.69679], [1.15053, -3.37823, -1.66008], [1.71793, -2.50380, -0.62119], [1.12217, -4.85245, -1.48673], [0.55051, -1.65399, -2.73965], [2.77623, -2.75620, -0.68762], [1.41346, -2.74650, 0.39688], [1.68517, -1.42563, -0.77801], [1.50488, -5.24285, -2.42971], [1.89670, -5.15607, -0.78244], [0.23307, -5.35592, -1.10711]], "lowdin_charge": [0.632, -0.417, -0.106, -0.106, -0.492, -0.487, -0.453, -0.476, -0.378, -0.009, -0.153, -0.007, -0.104, 0.130, 0.063, 0.077, 0.095, 0.070, 0.080, 0.071, -0.296, 0.021, -0.217, -0.056, -0.073, 0.122, 0.080, 0.074, 0.078, 0.087, 0.090, 0.081, -0.329, -0.034, -0.170, -0.059, -0.038, 0.131, 0.071, 0.099, 0.066, 0.078, 0.072, 0.090]}

{"formula": "C2H4F3NO5S2Yb", "method": "ωB97M-V/def2-TZVPD", "spin_multiplicity": 2, "total_charge": 1, "fmax_ev_per_a": 3.12, "lumo_energy_ev": [-5.5, -6.6], "mol_weight_g_mol": 416.22, "homo_ev": [-14.77, -14.77], "s_squared": 0.7508, "elements": ["N", "S", "O", "O", "S", "O", "O", "C", "F", "F", "F", "Yb", "O", "H", "C", "H", "H", "H"], "xyz": [[-0.43451, 0.07674, -1.86356], [-1.66484, 0.76966, -1.07010], [-1.52386, 0.27237, 0.52056], [-1.30467, 2.21746, -0.71964], [1.06867, 0.50797, -1.55651], [1.26691, 1.07366, -0.18666], [1.70869, 1.23889, -2.63731], [1.95026, -1.13243, -1.48164], [1.49369, -1.85034, -0.47644], [1.75646, -1.77560, -2.61627], [3.23877, -0.89942, -1.31402], [-0.22890, 2.14014, 1.20697], [-0.23632, 1.25839, 3.16202], [0.02226, 1.64604, 3.99682], [-1.65414, -1.13432, 1.17207], [-1.37840, -1.77269, 0.32218], [-1.37235, -1.22419, 2.22461], [-2.70769, -1.41233, 1.31690]], "lowdin_charge": [-0.381, 0.967, -0.574, -0.586, 0.681, -0.449, -0.229, -0.704, 0.166, 0.184, 0.182, 1.907, -0.452, -0.027, 0.033, 0.092, 0.100, 0.091]}